Record 1
DFT (ωB97M-V with the def2-TZVPD basis set) results for a single C4H9NO2 molecule in a non-equilibrium geometry.

```
! wB97M-V def2-TZVPD RIJCOSX def2/J DEFGRID3
* xyz 0 1
C -2.502 0.439 -0.168
N -1.780 -0.734 0.366
C -0.471 -0.297 0.916
C 0.548 -0.160 -0.183
O 0.413 -0.263 -1.381
O 1.683 0.168 0.442
C 2.886 0.092 -0.328
H -2.822 0.993 0.734
H -3.380 0.078 -0.754
H -1.852 1.044 -0.858
H -1.665 -1.292 -0.486
H -0.118 -0.955 1.739
H -0.503 0.699 1.417
H 3.634 0.468 0.398
H 2.835 0.685 -1.266
H 3.094 -0.964 -0.589
*
```

Its relative energy (zero: lowest compared OMol25 entry of this formula, charge and spin) is 36.56 kcal per mole. As for the SMILES: CNCC(=O)OC. For the LUMO energy, the calculation gives 0.032 Eh. As for the HOMO-LUMO gap: 10.02 eV.



Record 2
DFT (ωB97M-V with the def2-TZVPD basis set) results for 13 unconnected molecules or ions with the total composition C44H86N8O18 in a non-equilibrium geometry.

```
! wB97M-V def2-TZVPD RIJCOSX def2/J DEFGRID3
* xyz 0 1
C -5.039 2.251 -2.956
C -5.249 0.890 -2.442
O -5.471 0.009 -3.291
N -5.295 0.684 -1.097
C -5.527 -0.514 -0.374
H -4.273 2.733 -2.349
H -5.993 2.776 -2.980
H -4.590 2.028 -3.924
H -5.094 1.528 -0.579
H -5.724 -1.348 -1.047
H -6.383 -0.441 0.297
H -4.579 -0.626 0.152
C -1.014 9.687 0.254
C 0.182 9.167 -0.603
O 1.236 9.802 -0.771
N 0.015 8.022 -1.240
C 1.032 7.346 -1.950
H -1.797 9.038 -0.140
H -1.344 10.712 0.083
H -0.770 9.536 1.306
H -0.825 7.475 -1.120
H 1.997 7.791 -1.707
H 0.871 7.098 -2.999
H 1.089 6.354 -1.501
C -0.922 -4.973 -2.759
C 0.027 -6.186 -2.741
O 1.008 -6.243 -1.999
N -0.192 -7.180 -3.616
C 0.569 -8.410 -3.640
H -0.812 -4.435 -3.701
H -0.807 -4.347 -1.874
H -1.951 -5.333 -2.758
H -0.799 -6.891 -4.370
H 1.126 -8.529 -4.569
H -0.165 -9.216 -3.637
H 1.260 -8.460 -2.798
C 4.419 0.598 0.622
C 4.647 1.620 -0.425
O 4.477 2.800 -0.170
N 4.921 1.335 -1.690
C 5.279 0.071 -2.135
H 4.049 -0.355 0.242
H 3.586 0.958 1.227
H 5.252 0.408 1.299
H 4.884 2.095 -2.354
H 6.179 0.193 -2.738
H 4.463 -0.426 -2.660
H 5.578 -0.535 -1.280
C 1.671 -3.577 3.987
C 3.182 -3.447 3.951
O 3.708 -2.647 3.185
N 3.924 -4.236 4.720
C 5.357 -4.446 5.025
H 1.188 -4.553 3.929
H 1.275 -2.898 3.232
H 1.310 -3.159 4.926
H 3.275 -4.717 5.326
H 5.782 -3.446 5.102
H 6.040 -4.800 4.253
H 5.389 -5.043 5.936
C -2.621 -0.527 3.937
C -2.757 0.811 4.514
O -1.711 1.450 4.484
N -3.863 1.231 5.045
C -4.004 2.544 5.565
H -1.711 -0.487 3.339
H -3.441 -0.830 3.285
H -2.364 -1.195 4.759
H -4.708 0.696 4.903
H -3.092 2.776 6.115
H -4.912 2.701 6.147
H -4.040 3.297 4.778
C 2.177 -4.141 -0.125
C 2.890 -3.733 -1.309
O 3.475 -2.667 -1.425
N 3.044 -4.636 -2.301
C 3.796 -4.392 -3.535
H 1.122 -4.004 0.116
H 2.823 -3.915 0.723
H 2.358 -5.212 -0.205
H 2.465 -5.463 -2.331
H 4.113 -5.257 -4.117
H 4.773 -3.994 -3.259
H 3.412 -3.746 -4.325
C -0.965 4.347 -2.890
C 0.335 3.880 -2.368
O 0.563 3.802 -1.181
N 1.254 3.427 -3.255
C 2.478 2.852 -2.856
H -0.963 5.420 -2.700
H -1.806 3.856 -2.400
H -1.234 4.068 -3.909
H 1.058 3.413 -4.246
H 2.636 2.909 -1.779
H 3.273 3.384 -3.380
H 2.591 1.827 -3.207
O -3.340 -5.740 3.339
C -2.829 -5.716 2.227
O -3.537 -5.470 1.061
C -2.573 -5.469 0.016
C -1.181 -5.239 0.632
C -1.348 -5.945 1.975
H -2.789 -4.589 -0.589
H -2.771 -6.366 -0.571
H -1.101 -4.154 0.565
H -0.456 -5.784 0.028
H -0.711 -5.572 2.777
H -1.185 -7.016 1.857
O -1.857 -1.984 0.070
C -0.931 -1.103 0.157
O -1.147 0.083 0.725
C -0.057 0.950 0.561
C 0.734 0.203 -0.672
C 0.433 -1.246 -0.396
H 0.551 1.007 1.464
H -0.399 1.934 0.240
H 1.795 0.412 -0.537
H 0.673 0.588 -1.690
H 0.943 -1.733 0.435
H 0.503 -2.014 -1.167
O -2.474 6.628 -0.147
C -2.769 5.651 0.581
O -1.914 5.081 1.522
C -2.215 3.712 1.876
C -3.558 3.503 1.065
C -3.898 4.729 0.268
H -2.224 3.493 2.944
H -1.376 3.221 1.383
H -4.330 3.270 1.799
H -3.700 2.554 0.548
H -4.859 5.194 0.486
H -3.982 4.548 -0.804
O -1.760 2.352 -5.562
C -1.729 1.172 -5.350
O -1.268 0.278 -6.212
C -1.432 -1.050 -5.718
C -2.389 -0.844 -4.650
C -2.112 0.440 -4.093
H -0.490 -1.485 -5.384
H -1.890 -1.784 -6.382
H -2.320 -1.519 -3.796
H -3.370 -0.941 -5.116
H -1.249 0.375 -3.430
H -2.915 1.024 -3.644
O 5.434 3.453 5.534
C 4.474 2.752 5.434
O 4.467 1.578 6.098
C 3.282 0.819 5.776
C 2.747 1.417 4.489
C 3.308 2.827 4.464
H 2.506 0.846 6.541
H 3.517 -0.238 5.648
H 1.663 1.311 4.507
H 3.312 0.839 3.758
H 2.605 3.500 4.956
H 3.411 3.179 3.437
*
```

Its relative energy (zero: lowest compared OMol25 entry of this formula, charge and spin) is 16.16 kcal per mole. For the LUMO energy, the calculation gives -0.006 Eh. As for the HOMO-LUMO gap: 8.33 eV.



Record 3
DFT (ωB97M-V with the def2-TZVPD basis set) results for 10 unconnected molecules or ions with the total composition C4H26NO10S in a non-equilibrium geometry.

```
! wB97M-V def2-TZVPD RIJCOSX def2/J DEFGRID3
* xyz -1 1
O 0.600 1.462 -1.596
C 1.218 0.670 -0.860
N 2.141 1.184 0.021
C 2.874 0.616 1.129
C 1.991 0.842 2.481
S 0.651 -0.379 2.637
C 0.928 -0.833 -0.867
H 1.970 2.182 0.072
H 2.800 -0.518 0.864
H 3.911 0.935 1.121
H 2.603 0.733 3.362
H 1.533 1.824 2.459
H 1.681 -1.427 -1.496
H -0.086 -0.964 -1.261
H 0.929 -1.208 0.151
H 0.198 0.614 -3.317
H -0.670 -0.532 -3.832
O 0.164 -0.087 -3.984
H 2.200 1.171 -3.257
H 2.133 -0.324 -3.760
O 2.642 0.329 -3.225
H -0.111 3.518 0.637
H 0.835 3.358 -0.631
O 0.515 3.906 0.035
H -3.313 -1.467 0.479
H -4.130 -0.192 0.277
O -3.931 -1.016 -0.117
H -1.384 -0.205 2.163
H -2.831 -0.220 2.665
O -2.351 -0.282 1.818
H -1.676 1.971 -0.175
H -2.385 1.264 0.988
O -2.236 2.137 0.563
H 0.966 -2.644 1.033
H 0.993 -3.284 2.380
O 0.883 -3.508 1.449
H -1.710 -2.328 2.179
H -1.422 -3.406 1.243
O -2.177 -2.944 1.589
H -1.818 0.267 -1.648
H -2.888 -0.798 -1.577
O -2.239 -0.415 -2.193
*
```

Its relative energy (zero: lowest compared OMol25 entry of this formula, charge and spin) is 13.85 kcal per mole. For the LUMO energy, the calculation gives 0.106 Eh. As for the HOMO-LUMO gap: 7.54 eV.



Record 4
DFT (ωB97M-V with the def2-TZVPD basis set) results for a single C23H32N4O3 molecule.

```
! wB97M-V def2-TZVPD RIJCOSX def2/J DEFGRID3
* xyz 0 1
C 4.373 3.367 -6.334
O 3.720 2.740 -5.258
C 4.459 1.971 -4.407
C 5.830 1.766 -4.501
C 6.464 0.961 -3.569
C 5.754 0.360 -2.549
C 4.381 0.556 -2.447
C 3.600 -0.053 -1.317
C 3.687 0.851 -0.074
C 2.810 0.316 1.042
O 3.277 -0.354 1.943
N 1.485 0.608 0.999
C 0.770 1.345 -0.015
C -0.263 0.451 -0.704
C -1.223 -0.138 0.330
N -2.158 -1.025 -0.319
N -1.826 -1.661 -1.449
C -2.849 -2.431 -1.752
C -3.876 -2.318 -0.807
C -3.391 -1.407 0.109
N -3.945 -0.898 1.274
C -5.161 -1.255 1.795
O -5.906 -2.044 1.265
C -5.463 -0.584 3.120
C -5.126 -1.524 4.291
C -5.589 -0.902 5.605
C -3.630 -1.828 4.345
C -0.412 -0.880 1.401
C 0.614 0.066 2.021
C 3.746 1.362 -3.375
H 4.837 2.636 -7.004
H 3.597 3.907 -6.875
H 5.131 4.076 -5.987
H 6.410 2.221 -5.288
H 7.529 0.804 -3.648
H 6.260 -0.267 -1.830
H 2.560 -0.180 -1.617
H 4.005 -1.034 -1.062
H 3.430 1.879 -0.332
H 4.713 0.842 0.296
H 0.254 2.187 0.469
H 1.454 1.751 -0.756
H 0.227 -0.374 -1.221
H -0.820 1.027 -1.444
H -1.787 0.683 0.796
H -2.821 -3.041 -2.633
H -4.822 -2.813 -0.780
H -3.377 -0.250 1.798
H -4.914 0.354 3.226
H -6.533 -0.368 3.143
H -5.667 -2.462 4.132
H -5.072 0.039 5.786
H -5.381 -1.572 6.435
H -6.659 -0.707 5.584
H -3.410 -2.467 5.197
H -3.054 -0.910 4.456
H -3.305 -2.346 3.445
H 0.103 -1.718 0.929
H -1.067 -1.277 2.179
H 0.103 0.894 2.531
H 1.241 -0.463 2.740
H 2.680 1.530 -3.329
*
```

Its relative energy (zero: lowest compared OMol25 entry of this formula, charge and spin) is 45.26 kcal per mole. As for the SMILES: COc1cccc(CCC(=O)N2CCC(n3nccc3NC(=O)CC(C)C)CC2)c1. For the LUMO energy, the calculation gives 0.015 Eh. As for the HOMO-LUMO gap: 8.92 eV.



Record 5
DFT (ωB97M-V with the def2-TZVPD basis set) results for 2 unconnected molecules or ions with the total composition C6H13NO in a non-equilibrium geometry.

```
! wB97M-V def2-TZVPD RIJCOSX def2/J DEFGRID3
* xyz 0 1
C -0.558 -2.202 -1.871
C 0.312 -1.494 -1.166
C 0.056 -0.084 -0.762
C -1.212 0.432 -1.122
C 0.976 0.436 0.148
C 1.842 -0.399 0.988
N 0.999 1.801 0.449
H -0.374 -3.174 -2.152
H -1.496 -1.965 -2.217
H 1.253 -2.040 -0.924
H -2.050 -0.337 -1.088
H -1.670 1.212 -0.530
H -1.170 1.186 -2.043
H 2.879 -0.472 0.689
H 1.920 0.071 1.993
H 1.529 -1.491 1.161
H 0.456 2.495 -0.001
H 1.668 2.173 1.058
O -1.692 1.502 2.766
H -2.516 1.290 2.480
H -1.153 1.061 2.142
*
```

Its relative energy (zero: lowest compared OMol25 entry of this formula, charge and spin) is 70.70 kcal per mole. As for the SMILES: C=C/C(C)=C(\C)N.O. For the LUMO energy, the calculation gives 0.029 Eh. As for the HOMO-LUMO gap: 8.02 eV.



Record 6
DFT (ωB97M-V with the def2-TZVPD basis set) results for a single C2N4O2 molecule in a non-equilibrium geometry.

```
! wB97M-V def2-TZVPD RIJCOSX def2/J DEFGRID3
* xyz 0 1
N -1.591 -1.088 0.769
N -1.354 0.154 0.983
C -0.204 0.486 0.519
O 0.567 1.639 0.027
N 1.447 1.135 -0.853
N 1.298 -0.110 -1.259
C 0.377 -0.599 -0.198
O -0.540 -1.618 0.013
*
```

Its relative energy (zero: lowest compared OMol25 entry of this formula, charge and spin) is 42.48 kcal per mole. As for the SMILES: n1nc2onnc2o1. For the LUMO energy, the calculation gives -0.048 Eh. As for the HOMO-LUMO gap: 9.71 eV.



Record 7
DFT (ωB97M-V with the def2-TZVPD basis set) results for a single C8H8O3 molecule in a non-equilibrium geometry.

```
! wB97M-V def2-TZVPD RIJCOSX def2/J DEFGRID3
* xyz 0 1
C 0.520 -0.836 -1.276
C 1.963 -0.574 -1.178
C 3.427 0.395 0.334
C 0.930 0.415 0.825
C -1.509 -0.451 0.385
C 0.028 -0.805 0.264
C 2.204 0.172 -0.054
C -2.065 0.696 -0.290
O 4.541 0.409 0.574
O -3.056 1.180 0.452
O -1.784 1.254 -1.342
H 0.355 -1.760 -1.747
H 0.282 1.360 0.524
H 1.140 0.200 1.955
H -2.078 -1.426 0.112
H -1.612 -0.359 1.522
H 0.269 -1.707 0.736
H -3.504 1.843 -0.005
H -0.052 -0.006 -1.793
*
```

Its relative energy (zero: lowest compared OMol25 entry of this formula, charge and spin) is 110.90 kcal per mole. For the LUMO energy, the calculation gives 0.010 Eh. As for the HOMO-LUMO gap: 8.06 eV.



| no. | HOMO energy (eV) |
| --- | --- |
| 1 | -9.2 |
| 2 | -8.5 |
| 3 | -4.6 |
| 4 | -8.5 |
| 5 | -7.2 |
| 6 | -11.0 |
| 7 | -7.8 |